Entry 1:
Molecular formula: C36H72O36
Method: DFT, ωB97M-V/def2-TZVPD

Last column: Löwdin charge in e.
CARTESIAN COORDINATES (ANGSTROEM)
C: 26.3908 24.2164 -9.3054  -0.032
O: 25.2211 23.6724 -9.8829  0.019
C: 24.8190 22.4590 -9.6952  -0.625
O: 25.3136 21.6222 -8.9251  0.082
O: 23.9247 22.1996 -10.6186  0.011
C: 23.2905 20.9153 -10.7393  -0.020
H: 27.3323 23.9468 -9.7840  0.102
H: 26.4235 23.9090 -8.2602  0.093
H: 26.2661 25.2949 -9.2087  0.095
H: 23.4477 20.3659 -11.6675  0.094
H: 22.2372 21.1825 -10.6540  0.092
H: 23.5020 20.2681 -9.8881  0.090
C: 21.4409 6.0412 -23.3446  -0.042
O: 21.1489 6.8152 -22.1938  0.007
C: 21.5606 6.3867 -21.0147  -0.560
O: 22.0710 5.2960 -20.7613  0.100
O: 21.2846 7.3547 -20.0919  -0.023
C: 21.4331 7.1025 -18.7251  -0.064
H: 20.7127 5.2352 -23.4349  0.102
H: 22.4797 5.7137 -23.3877  0.098
H: 21.4118 6.6916 -24.2188  0.092
H: 22.4008 6.6271 -18.5654  0.099
H: 20.5316 6.5656 -18.4299  0.099
H: 21.3515 7.9874 -18.0940  0.091
C: 22.5998 3.6323 -9.5624  -0.069
O: 23.0688 2.7174 -10.5348  -0.025
C: 23.3723 3.2060 -11.8064  -0.568
O: 23.3939 4.3855 -12.1417  0.098
O: 23.6387 2.2451 -12.6242  0.020
C: 23.7840 2.4191 -14.0379  -0.024
H: 23.1270 4.5842 -9.4998  0.090
H: 22.8782 3.1423 -8.6294  0.094
H: 21.5402 3.8432 -9.7065  0.098
H: 23.0155 3.0526 -14.4809  0.097
H: 23.6130 1.4133 -14.4216  0.094
H: 24.7214 2.7530 -14.4828  0.095
C: 16.2237 12.4984 -8.8306  -0.082
O: 15.7850 12.0672 -7.5996  -0.008
C: 15.4905 12.9357 -6.6023  -0.481
O: 15.4448 14.1667 -6.6431  0.099
O: 15.1124 12.1684 -5.4863  -0.051
C: 14.7676 12.7519 -4.2260  -0.043
H: 15.4033 13.0526 -9.2865  0.100
H: 16.6338 11.7253 -9.4804  0.100
H: 17.0115 13.2497 -8.7764  0.095
H: 15.4570 12.4310 -3.4451  0.091
H: 13.8177 12.2648 -4.0057  0.090
H: 14.6404 13.8258 -4.3628  0.090
C: 19.0743 14.2818 -16.6459  -0.036
O: 17.9027 14.9946 -17.0798  0.015
C: 16.7869 14.5299 -16.5416  -0.547
O: 16.6910 13.5399 -15.7412  0.050
O: 15.7945 15.3464 -16.8922  0.002
C: 14.4937 15.1178 -16.4478  -0.061
H: 19.9756 14.8651 -16.8346  0.090
H: 19.2134 13.3174 -17.1344  0.101
H: 19.0716 14.2568 -15.5562  0.096
H: 14.3904 15.3124 -15.3803  0.097
H: 14.3458 14.0396 -16.5077  0.094
H: 13.7009 15.6607 -16.9625  0.098
C: 34.3690 17.1891 -3.3485  -0.033
O: 33.3635 17.0109 -4.3361  0.044
C: 32.1571 17.0072 -3.9317  -0.676
O: 31.7765 16.9637 -2.7817  0.118
O: 31.4641 17.1168 -5.0473  0.023
C: 30.0956 17.4521 -4.8651  -0.042
H: 34.6639 16.2814 -2.8219  0.095
H: 33.9503 17.8081 -2.5550  0.094
H: 35.3330 17.5976 -3.6518  0.095
H: 29.5230 16.9079 -5.6161  0.094
H: 29.9464 18.5137 -5.0623  0.094
H: 29.6839 17.2810 -3.8704  0.094
C: 21.3734 19.1897 -0.6123  -0.103
O: 21.9896 18.4477 -1.5915  -0.009
C: 21.3708 17.2886 -2.0255  -0.468
O: 20.3196 16.8420 -1.5981  0.115
O: 22.0549 16.9010 -3.1877  -0.021
C: 21.5751 15.7519 -3.8786  -0.067
H: 22.0905 19.5058 0.1453  0.090
H: 20.6522 18.7070 0.0471  0.096
H: 20.9874 20.1314 -1.0025  0.098
H: 20.9639 15.0744 -3.2825  0.090
H: 22.4595 15.1699 -4.1380  0.089
H: 21.0438 15.9153 -4.8162  0.092
C: 23.2099 19.4074 -19.4129  -0.037
O: 24.1008 18.3154 -19.3029  0.002
C: 25.3635 18.5159 -18.9513  -0.577
O: 25.8056 19.5680 -18.5130  0.094
O: 26.0962 17.3932 -19.1720  -0.025
C: 27.4132 17.2630 -18.5487  -0.013
H: 23.7094 20.2865 -19.0057  0.094
H: 22.3045 19.2283 -18.8330  0.090
H: 22.8054 19.4238 -20.4249  0.096
H: 27.2306 17.2090 -17.4755  0.095
H: 27.9290 18.1996 -18.7604  0.088
H: 27.9692 16.4011 -18.9177  0.092
C: 33.3873 19.9022 -10.5801  -0.078
O: 33.9463 19.9261 -11.8457  0.009
C: 33.9318 18.7162 -12.4330  -0.559
O: 33.4151 17.6888 -12.0476  0.122
O: 34.3112 18.8979 -13.7214  -0.003
C: 34.3422 17.8194 -14.6458  -0.063
H: 32.3840 19.4860 -10.6704  0.100
H: 33.3189 20.9215 -10.1998  0.099
H: 33.9560 19.3025 -9.8694  0.102
H: 35.1103 17.0602 -14.4980  0.089
H: 34.5040 18.0774 -15.6923  0.092
H: 33.4587 17.1850 -14.5739  0.089
C: 26.3926 15.3270 -11.4439  -0.038
O: 25.4870 14.3768 -10.8443  -0.008
C: 24.8435 13.4752 -11.6177  -0.546
O: 24.6921 13.5394 -12.8452  0.095
O: 24.2019 12.6477 -10.7686  -0.009
C: 23.5810 11.5179 -11.3336  -0.059
H: 26.7268 16.0924 -10.7434  0.092
H: 26.0101 15.7936 -12.3517  0.089
H: 27.3093 14.8538 -11.7957  0.091
H: 24.2796 11.0110 -11.9993  0.102
H: 22.6019 11.6861 -11.7821  0.097
H: 23.3640 10.8770 -10.4790  0.093
C: 29.0211 4.3229 -6.9258  -0.045
O: 28.8723 5.4691 -7.7815  -0.011
C: 28.7643 6.7054 -7.2219  -0.542
O: 28.5955 6.9501 -6.0093  0.082
O: 28.7888 7.6229 -8.1879  0.000
C: 28.9716 8.9793 -7.7957  -0.046
H: 29.2324 3.3699 -7.4109  0.092
H: 28.1462 4.2068 -6.2862  0.092
H: 29.8423 4.4684 -6.2240  0.091
H: 28.8681 9.5808 -8.6988  0.094
H: 29.8863 9.2908 -7.2913  0.100
H: 28.1329 9.2404 -7.1504  0.094
C: 27.4088 8.6994 -17.3908  -0.072
O: 27.8615 8.3270 -16.1221  0.001
C: 28.2306 7.0251 -15.9869  -0.569
O: 28.2610 6.1444 -16.8751  0.079
O: 28.6669 6.8418 -14.7921  0.030
C: 29.1939 5.6334 -14.3819  -0.057
H: 28.3002 8.8682 -17.9951  0.101
H: 26.8553 9.6330 -17.2899  0.094
H: 26.7121 8.0227 -17.8855  0.097
H: 28.3944 4.9208 -14.1793  0.098
H: 29.7762 5.7215 -13.4647  0.101
H: 29.7611 5.1142 -15.1544  0.098

Cartesian forces (eV/Å) of the 6 atoms listed first:
-0.0780 -0.0271 1.9864
0.0602 2.2197 -0.9369
2.2744 -3.7540 1.2214
-1.1251 1.7755 -0.9646
-0.7956 -0.2813 -1.1606
-1.0029 0.2108 1.3517

Values from the calculation:
Relative energy (zero: lowest compared OMol25 entry of this formula, charge and spin), kcal per mole: 136.15
Spin multiplicity: 1
SMILES: COC(=O)OC.COC(=O)OC.COC(=O)OC.COC(=O)OC.COC(=O)OC.COC(=O)OC.COC(=O)OC.COC(=O)OC.COC(=O)OC.COC(=O)OC.COC(=O)OC.COC(=O)OC
HOMO, eV: -10.6

***

Entry 2:
Molecular formula: C10H12AuN4O4
Method: DFT, ωB97M-V/def2-TZVPD

Last column: Löwdin spin population.
CARTESIAN COORDINATES (ANGSTROEM)
O: 0.6926 -2.7515 -2.8940  0.032
C: 0.3840 -1.6907 -2.5590  0.097
Au: 0.8108 0.3258 -2.3852  0.410
O: -3.2007 0.4096 -5.1062  0.002
C: -2.3805 0.3276 -4.3043  0.014
C: 2.4115 0.4266 -3.5711  0.061
O: 3.3529 0.5410 -4.2218  0.011
C: 0.3664 2.3326 -2.4720  0.085
O: 0.4575 3.4738 -2.5595  0.020
C: -0.0398 1.3304 0.5400  0.012
N: 0.2418 0.0140 -0.1132  0.226
C: -1.0023 -0.8199 0.0483  0.032
N: -1.3749 -1.0026 1.4811  0.523
C: -1.5898 0.3391 2.0821  0.021
N: -0.3890 1.2032 1.9751  0.186
C: 0.7356 0.5143 2.6648  0.031
N: 1.0202 -0.8332 2.0771  0.162
C: 1.3484 -0.6494 0.6602  0.014
C: -0.2281 -1.6453 2.1719  0.024
H: -0.8892 1.8187 0.0500  0.000
H: 0.8499 1.9650 0.4758  0.005
H: -0.8482 -1.8103 -0.4013  0.004
H: -1.8414 -0.3091 -0.4502  0.002
H: -1.8336 0.1950 3.1421  0.001
H: -2.4267 0.8314 1.5705  0.003
H: 1.6414 1.1279 2.5676  0.011
H: 0.4737 0.3950 3.7281  0.001
H: 1.5536 -1.6372 0.2368  0.000
H: 2.2482 -0.0260 0.6146  0.006
H: -0.5049 -1.7646 3.2282  0.001
H: -0.0394 -2.6312 1.7236  0.004

Cartesian forces (eV/Å) of the 6 atoms listed first:
-1.7652 4.2613 1.5565
2.1304 -5.1957 -2.0515
-1.4633 -0.2494 1.4233
2.8419 -0.2960 2.8145
-2.6817 0.2952 -2.7214
5.3767 0.5625 -4.1402

Values from the calculation:
Net charge: +3
Spin multiplicity: 3
HOMO (alpha / beta), eV: -21.4 / -20.7

***

The lowest spin multiplicity belongs to which entry?
C36H72O36